ORCA calculation (wB97M-V/def2-TZVPD) on a 9-piece molecular cluster, C35H76BBr2F4N4O17 overall at a distorted geometry.

Summary:
HOMO level: -6.956 eV
Energy relative to the best compared isomer or geometry (same formula, charge and spin): 5.2859 eV
Lowest unoccupied orbital energy: 1.79 eV
Kohn-Sham gap: 8.75 eV

```
! wB97M-V def2-TZVPD RIJCOSX def2/J DEFGRID3
* xyz -1 1
B 30.743 33.077 -17.428
F 30.447 34.371 -17.662
F 31.928 33.154 -16.790
F 29.830 32.327 -16.716
F 30.873 32.482 -18.657
C 33.241 39.792 -29.191
O 32.855 38.874 -28.110
C 32.474 39.627 -27.023
C 32.309 38.718 -25.774
N 31.150 37.806 -25.889
C 31.125 36.763 -24.855
C 29.786 36.095 -25.098
O 29.924 35.314 -26.322
C 28.727 34.763 -26.872
H 34.192 40.315 -29.089
H 32.538 40.569 -29.492
H 33.409 39.208 -30.096
H 31.554 40.144 -27.295
H 33.270 40.340 -26.805
H 32.151 39.345 -24.897
H 33.269 38.222 -25.629
H 31.103 37.370 -26.799
H 31.109 37.194 -23.853
H 31.892 35.990 -24.901
H 28.961 36.807 -25.141
H 29.481 35.402 -24.315
H 29.088 34.340 -27.810
H 28.024 35.579 -27.037
H 28.215 34.001 -26.284
C 20.973 28.655 -15.643
O 21.919 27.634 -15.653
C 23.089 27.782 -16.397
C 23.447 26.388 -17.071
N 22.404 25.927 -17.913
C 22.106 26.681 -19.149
C 23.374 26.715 -20.083
O 24.213 27.742 -19.663
C 25.478 28.048 -20.304
H 21.266 29.313 -14.825
H 19.965 28.259 -15.515
H 20.883 29.195 -16.585
H 23.908 28.065 -15.735
H 22.974 28.568 -17.143
H 23.423 25.600 -16.318
H 24.457 26.455 -17.476
H 21.608 26.098 -17.315
H 21.690 27.676 -18.995
H 21.333 26.138 -19.693
H 23.086 26.876 -21.122
H 23.864 25.744 -20.014
H 25.342 28.258 -21.365
H 26.138 27.196 -20.143
H 25.908 28.956 -19.881
C 41.169 25.311 -15.581
O 40.380 26.476 -15.680
C 40.139 26.904 -16.966
C 38.941 27.903 -16.970
N 39.227 28.946 -16.040
C 38.113 29.824 -15.726
C 38.613 30.856 -14.678
O 39.535 31.803 -15.242
C 39.732 33.034 -14.543
H 42.217 25.494 -15.817
H 40.721 24.472 -16.113
H 41.139 24.994 -14.539
H 39.971 26.070 -17.646
H 41.013 27.433 -17.345
H 38.134 27.233 -16.674
H 38.813 28.194 -18.012
H 39.818 28.647 -15.277
H 37.413 29.120 -15.277
H 37.625 30.380 -16.527
H 39.142 30.239 -13.952
H 37.725 31.226 -14.165
H 40.699 33.370 -14.918
H 39.891 32.931 -13.470
H 39.005 33.777 -14.871
C 28.743 34.386 -10.014
O 29.497 35.575 -9.842
C 30.410 35.963 -10.900
C 29.741 36.682 -12.085
N 29.242 37.998 -11.618
C 28.466 38.722 -12.588
C 27.776 39.788 -11.750
O 26.845 39.359 -10.745
C 25.645 38.794 -11.326
H 29.397 33.524 -10.148
H 28.225 34.593 -10.951
H 28.024 34.218 -9.212
H 31.034 35.124 -11.208
H 31.154 36.568 -10.382
H 28.950 36.003 -12.404
H 30.475 36.917 -12.856
H 28.715 37.798 -10.780
H 27.716 38.073 -13.041
H 29.142 39.056 -13.375
H 27.236 40.417 -12.458
H 28.532 40.407 -11.266
H 25.838 37.770 -11.646
H 25.116 39.342 -12.106
H 24.847 38.740 -10.586
Br 37.991 37.673 -21.195
C 37.870 37.588 -19.210
C 36.382 37.307 -18.862
Br 35.220 38.893 -19.138
H 38.354 38.478 -18.808
H 38.496 36.762 -18.871
H 36.216 37.054 -17.815
H 36.044 36.530 -19.547
C 30.164 26.478 -15.395
C 31.661 26.896 -15.302
O 32.385 25.711 -15.430
C 31.509 24.654 -15.114
O 31.802 23.491 -14.866
O 30.275 25.122 -14.965
H 29.808 26.632 -16.413
H 29.674 27.116 -14.659
H 31.975 27.576 -14.510
H 31.896 27.557 -16.136
C 35.010 30.611 -22.675
C 34.036 30.077 -23.657
O 34.645 30.127 -24.878
C 35.858 30.472 -24.764
O 36.652 30.487 -25.700
O 36.168 30.569 -23.493
H 35.045 29.957 -21.803
H 34.752 31.621 -22.357
H 33.173 30.743 -23.641
H 33.787 29.026 -23.511
C 24.752 34.823 -17.270
C 24.895 33.711 -18.334
O 23.667 33.694 -19.039
C 22.813 34.423 -18.382
O 21.666 34.544 -18.680
O 23.430 35.136 -17.421
H 25.333 35.709 -17.526
H 25.077 34.516 -16.277
H 24.919 32.750 -17.821
H 25.856 33.732 -18.848
*
```

These are the Mulliken partial charges, in e, on atoms 1 to 2: 0.627 -0.399



ORCA calculation (wB97M-V/def2-TZVPD) on a 3-piece molecular cluster, C35H78BrNO14PS2 overall at a distorted geometry.

Summary:
HOMO level: -4.770 eV
Energy relative to the best compared isomer or geometry (same formula, charge and spin): 0.0000 eV
Lowest unoccupied orbital energy: 2.10 eV
Kohn-Sham gap: 6.87 eV

```
! wB97M-V def2-TZVPD RIJCOSX def2/J DEFGRID3
* xyz -1 1
C -2.981 6.459 -5.615
C -1.589 5.901 -5.872
O -0.626 6.510 -5.036
C 0.041 5.614 -4.161
C 1.266 6.320 -3.615
O 2.067 5.349 -2.982
C 2.705 5.766 -1.793
C 2.861 4.589 -0.853
O 1.618 4.340 -0.242
C 1.457 3.043 0.327
P -0.210 2.161 -0.150
S 1.198 0.276 0.403
C -1.620 0.953 -0.621
C -2.618 1.343 -1.726
C -4.066 1.516 -1.254
O -4.996 1.028 -2.227
C -5.638 2.046 -2.949
C 0.407 2.078 -2.013
C 0.895 0.778 -2.664
C 2.408 0.551 -2.542
S 3.420 1.064 -3.898
O 3.575 -0.014 -4.841
O 4.600 1.724 -3.414
O 2.476 2.163 -4.571
C -1.130 3.801 -0.548
C -1.029 5.026 0.373
N -0.826 6.283 -0.411
C -0.001 7.236 0.337
C 0.314 8.529 -0.423
C -2.092 6.868 -0.759
C -2.320 7.151 -2.220
O -2.932 7.126 0.056
C -0.817 2.269 1.774
Br -2.779 2.646 1.985
C -0.523 1.196 2.818
C -1.267 -0.136 2.760
H -3.732 5.789 -6.042
H -3.113 7.441 -6.068
H -3.170 6.523 -4.542
H -1.600 4.815 -5.732
H -1.308 6.077 -6.917
H -0.622 5.324 -3.339
H 0.341 4.697 -4.678
H 0.960 7.100 -2.909
H 1.800 6.797 -4.447
H 2.075 6.509 -1.294
H 3.682 6.210 -2.023
H 3.205 3.716 -1.422
H 3.633 4.821 -0.104
H 1.626 3.088 1.411
H 2.251 2.392 -0.052
H 0.378 -0.755 0.631
H -1.126 0.031 -0.932
H -2.186 0.644 0.258
H -2.325 2.259 -2.238
H -2.659 0.567 -2.497
H -4.291 2.570 -1.062
H -4.245 0.960 -0.332
H -6.354 1.570 -3.621
H -6.179 2.730 -2.285
H -4.931 2.628 -3.555
H -0.379 2.472 -2.655
H 1.209 2.812 -2.143
H 0.379 -0.125 -2.342
H 0.668 0.846 -3.732
H 2.831 1.003 -1.649
H 2.622 -0.518 -2.499
H 2.920 2.468 -5.379
H -2.196 3.586 -0.640
H -0.814 4.164 -1.523
H -1.945 5.144 0.952
H -0.213 4.973 1.089
H 0.926 6.718 0.585
H -0.482 7.496 1.292
H 0.400 9.357 0.282
H 1.266 8.464 -0.952
H -0.459 8.798 -1.142
H -3.345 6.895 -2.485
H -2.212 8.229 -2.371
H -1.598 6.649 -2.857
H -0.400 3.186 2.186
H 0.550 1.061 2.949
H -0.835 1.642 3.776
H -0.753 -0.855 3.404
H -1.323 -0.577 1.767
H -2.282 -0.030 3.146
C 0.060 -5.769 2.872
O -0.963 -5.306 3.723
C -1.972 -6.267 3.950
C -2.727 -5.952 5.221
O -2.048 -6.312 6.414
C -0.970 -5.485 6.818
C -1.387 -4.157 7.407
O -1.743 -3.256 6.381
C -2.551 -2.192 6.824
H -0.325 -6.016 1.876
H 0.787 -4.965 2.778
H 0.556 -6.655 3.285
H -1.537 -7.273 4.022
H -2.683 -6.257 3.111
H -3.636 -6.558 5.224
H -3.016 -4.899 5.230
H -0.264 -5.322 6.000
H -0.463 -6.051 7.603
H -0.541 -3.747 7.979
H -2.228 -4.310 8.097
H -3.488 -2.559 7.262
H -2.782 -1.582 5.953
H -2.030 -1.574 7.565
C 3.217 -8.575 -2.942
O 3.633 -8.444 -1.604
C 3.129 -7.269 -0.993
C 3.101 -7.407 0.511
O 2.021 -8.184 1.003
C 2.103 -9.590 0.861
C 3.054 -10.255 1.829
O 4.397 -10.106 1.410
C 5.312 -10.254 2.469
H 3.580 -7.746 -3.562
H 3.634 -9.506 -3.323
H 2.124 -8.616 -3.018
H 2.114 -7.059 -1.353
H 3.770 -6.417 -1.255
H 2.937 -6.409 0.923
H 4.060 -7.775 0.881
H 2.341 -9.877 -0.167
H 1.099 -9.952 1.094
H 2.807 -11.326 1.885
H 2.914 -9.816 2.825
H 5.136 -9.510 3.254
H 6.310 -10.106 2.060
H 5.257 -11.255 2.914
*
```

These are the Mulliken partial charges, in e, on atoms 1 to 2: -0.623 -0.359



Q: Which value of lowest unoccupied orbital energy does entry 2 give?
A: 2.10 eV



Q: Which value of energy relative to the best compared isomer or geometry (same formula, charge and spin) does entry 1 give?
A: 5.2859 eV



Q: Look up the Kohn-Sham gap of the first one.
A: 8.75 eV